Entry 1:
The following is a DFT calculation (ωB97M-V/def2-TZVPD) of a single C21H33F3NO9P3S molecule in a non-equilibrium geometry.

Calculated values
SMILES string = C=C[C@]1(S(=O)(=O)C(F)(F)F)O[C@H](CP(=O)(O)O)[C@](OC[C@H](C)O)(P(C)C)[C@]1(Cc1cccc(C)c1)P(N)O
Orbital gap = 7.191 eV
Multiplicity = 1
E_tot = -89063.6480 eV
Net charge = 0

Each line ends with the Löwdin charge.
Atoms and positions in Å:
1 C -4.149 -2.096 -0.623  -0.007
2 C -3.530 -1.012 0.182  -0.191
3 C -1.923 -0.965 0.647  -0.409
4 S -1.623 -2.627 1.387  0.913
5 O -1.674 -3.844 0.426  -0.328
6 O -0.328 -2.793 2.231  -0.331
7 C -3.046 -2.930 2.631  -0.258
8 F -3.513 -1.673 3.280  0.017
9 F -4.134 -3.769 2.066  0.013
10 F -2.443 -3.753 3.746  -0.008
11 O -1.971 0.231 1.549  -0.187
12 C -0.775 1.140 1.521  -0.207
13 C -1.191 2.737 1.448  -0.167
14 P -2.795 3.159 2.442  0.735
15 O -3.996 3.489 1.458  -0.379
16 O -3.177 2.009 3.693  -0.202
17 O -2.443 4.682 3.286  -0.238
18 C 0.191 0.484 0.381  -0.444
19 O 1.143 -0.475 0.967  -0.210
20 C 2.043 0.136 1.949  -0.135
21 C 1.862 -0.474 3.496  -0.311
22 C 1.940 0.830 4.541  -0.090
23 O 2.999 -1.346 3.889  -0.113
24 P 1.308 1.538 -0.731  0.926
25 C 2.911 0.666 -1.279  -0.301
26 C 1.851 3.193 0.028  -0.341
27 C -0.934 -0.338 -0.550  -0.339
28 C -0.396 -1.586 -1.451  -0.148
29 C 0.523 -1.244 -2.744  -0.134
30 C 0.303 -0.092 -3.882  -0.027
31 C 1.318 0.111 -5.193  -0.061
32 C 2.635 -0.853 -5.450  -0.044
33 C 2.871 -2.047 -4.303  -0.172
34 C 4.143 -3.105 -4.502  -0.134
35 C 1.854 -2.229 -2.991  0.007
36 P -2.300 0.749 -1.425  0.996
37 N -1.645 2.271 -2.055  -0.221
38 O -2.919 -0.119 -2.848  -0.344
39 H -5.250 -2.485 -0.551  0.091
40 H -3.464 -2.621 -1.445  0.087
41 H -4.254 -0.127 0.519  0.140
42 H -0.465 1.063 2.673  0.152
43 H -1.197 3.188 0.369  0.080
44 H -0.318 3.309 2.028  0.104
45 H -3.023 2.414 4.596  0.090
46 H -1.468 4.598 3.577  0.077
47 H 1.952 1.295 2.070  0.098
48 H 3.175 -0.081 1.670  0.154
49 H 0.808 -0.949 3.681  0.139
50 H 0.910 1.433 4.508  0.071
51 H 2.084 0.509 5.660  0.085
52 H 2.767 1.604 4.245  0.085
53 H 2.664 -1.791 4.745  0.124
54 H 3.097 0.864 -2.417  0.052
55 H 3.849 1.067 -0.664  0.059
56 H 2.847 -0.488 -1.025  0.054
57 H 0.947 3.963 0.151  0.045
58 H 2.569 3.715 -0.770  0.068
59 H 2.473 3.129 1.016  0.038
60 H -1.320 -2.248 -1.752  0.117
61 H 0.278 -2.258 -0.729  0.130
62 H -0.620 0.617 -3.815  0.047
63 H 1.124 0.957 -6.010  0.084
64 H 3.355 -0.753 -6.393  0.093
65 H 5.055 -2.705 -3.878  0.077
66 H 3.862 -4.174 -4.069  0.084
67 H 4.493 -3.196 -5.615  0.074
68 H 2.087 -3.093 -2.215  0.103
69 H -2.188 3.044 -1.571  0.040
70 H -1.896 2.402 -3.080  0.057
71 H -3.923 -0.256 -2.720  0.076

=====

Entry 2:
The following is a DFT calculation (ωB97M-V/def2-TZVPD) of a 7-piece molecular cluster, C21H33F3O21 overall in a non-equilibrium geometry.

Calculated values
SMILES string = O=C1OC[C@@H](F)O1.O=C1OC[C@@H](F)O1.O=C1OC[C@@H](F)O1.COC(=O)OC.COC(=O)OC.COC(=O)OC.COC(=O)OC
Orbital gap = 10.827 eV
Multiplicity = 1
E_tot = -73458.5351 eV
Net charge = 0

Each line ends with the Löwdin charge.
Atoms and positions in Å:
1 C -0.195 -5.189 -4.090  -0.035
2 C -1.455 -5.653 -3.310  -0.301
3 O -2.429 -5.310 -4.261  0.143
4 C -2.013 -4.556 -5.241  -0.554
5 O -2.764 -4.151 -6.138  0.122
6 O -0.699 -4.344 -5.108  0.077
7 F -1.800 -4.978 -2.228  0.095
8 H 0.421 -5.940 -4.586  0.144
9 H 0.386 -4.550 -3.425  0.139
10 H -1.537 -6.673 -2.935  0.171
11 C 0.594 0.832 0.165  -0.011
12 C 1.482 -0.239 -0.614  -0.345
13 O 2.016 -0.920 0.463  0.166
14 C 2.014 -0.183 1.528  -0.625
15 O 2.731 -0.448 2.490  0.130
16 O 1.179 0.798 1.457  0.107
17 F 2.337 0.484 -1.245  0.122
18 H -0.373 0.380 0.385  0.139
19 H 0.550 1.808 -0.320  0.143
20 H 0.936 -0.816 -1.360  0.173
21 C -7.075 6.373 -2.102  -0.040
22 C -6.246 7.658 -2.183  -0.340
23 O -4.920 7.247 -2.220  0.141
24 C -4.837 5.942 -1.802  -0.459
25 O -3.760 5.305 -1.728  0.109
26 O -6.077 5.409 -1.749  0.070
27 F -6.550 8.450 -1.132  0.074
28 H -7.403 6.065 -3.095  0.136
29 H -7.961 6.513 -1.483  0.142
30 H -6.552 8.203 -3.075  0.166
31 C -2.359 6.438 2.362  -0.018
32 O -3.740 6.836 2.258  -0.007
33 C -4.671 6.259 3.000  -0.595
34 O -4.482 5.552 3.951  0.131
35 O -5.904 6.707 2.597  -0.028
36 C -7.119 6.267 3.253  -0.041
37 H -1.893 6.732 3.303  0.097
38 H -1.844 7.000 1.584  0.092
39 H -2.277 5.378 2.122  0.100
40 H -7.203 5.193 3.087  0.085
41 H -8.001 6.603 2.709  0.089
42 H -7.155 6.354 4.339  0.095
43 C 9.996 -4.601 8.608  -0.061
44 O 9.763 -4.187 7.268  -0.037
45 C 8.707 -3.351 6.931  -0.474
46 O 8.012 -2.711 7.731  0.092
47 O 8.412 -3.523 5.583  -0.039
48 C 7.197 -2.958 5.021  -0.031
49 H 10.995 -5.036 8.634  0.097
50 H 9.173 -5.150 9.064  0.097
51 H 10.027 -3.749 9.288  0.085
52 H 7.137 -1.924 5.361  0.089
53 H 6.347 -3.500 5.434  0.093
54 H 7.093 -2.937 3.936  0.091
55 C 3.361 -6.728 1.262  -0.024
56 O 4.583 -6.106 0.783  -0.006
57 C 4.475 -5.480 -0.408  -0.594
58 O 3.810 -5.780 -1.385  0.101
59 O 5.360 -4.516 -0.367  0.010
60 C 5.535 -3.681 -1.443  -0.059
61 H 2.670 -7.035 0.477  0.088
62 H 2.901 -6.137 2.054  0.096
63 H 3.792 -7.658 1.633  0.092
64 H 5.017 -4.018 -2.341  0.093
65 H 6.617 -3.750 -1.555  0.106
66 H 5.146 -2.683 -1.236  0.099
67 C -1.126 1.747 -5.202  -0.092
68 O -2.408 1.499 -5.563  0.023
69 C -3.193 1.007 -4.625  -0.665
70 O -2.960 0.623 -3.497  0.119
71 O -4.351 1.082 -5.151  0.034
72 C -5.524 0.768 -4.345  -0.001
73 H -1.006 2.166 -4.203  0.095
74 H -0.850 2.534 -5.903  0.106
75 H -0.502 0.854 -5.160  0.101
76 H -6.493 0.908 -4.823  0.089
77 H -5.537 1.440 -3.487  0.095
78 H -5.531 -0.265 -3.997  0.096

=====

Entry 3:
The following is a DFT calculation (ωB97M-V/def2-TZVPD) of C21H33N6O3Tl as an isolated structure.

Calculated values
Orbital gap (alpha / beta) = 6.412 / 5.091 eV
Multiplicity = 1
E_tot = -42073.1734 eV
Net charge = +2

Each line ends with the Löwdin charge.
Atoms and positions in Å:
1 Tl 0.814 0.232 1.495  1.024
2 C -4.746 0.669 2.287  -0.026
3 N -3.706 1.680 2.375  -0.074
4 C -4.024 2.952 3.026  -0.092
5 C -2.696 3.712 2.996  -0.089
6 N -1.830 2.822 2.233  -0.097
7 C -0.522 3.245 1.806  -0.066
8 C -2.419 1.638 1.930  -0.344
9 N -1.762 0.655 1.363  -0.042
10 C -2.454 -0.441 0.763  -0.235
11 C -1.606 -1.080 -0.398  -0.189
12 N -0.574 -1.859 0.169  0.138
13 C -0.685 -3.201 0.316  -0.269
14 N 0.388 -3.895 0.710  -0.046
15 C 1.673 -3.352 1.123  -0.004
16 C 0.114 -5.326 0.765  -0.060
17 C -1.348 -5.423 0.307  -0.065
18 N -1.728 -4.020 0.099  -0.047
19 C -3.124 -3.713 -0.213  0.004
20 H -5.462 0.850 3.086  0.100
21 H -4.348 -0.331 2.432  0.080
22 H -5.290 0.712 1.339  0.099
23 H -4.367 2.772 4.044  0.129
24 H -4.817 3.474 2.491  0.131
25 H -2.298 3.887 3.996  0.130
26 H -2.782 4.679 2.498  0.129
27 H -0.550 4.315 1.592  0.105
28 H -0.244 2.725 0.897  0.034
29 H 0.243 3.079 2.574  0.085
30 H -3.406 -0.177 0.305  0.123
31 H -2.617 -1.245 1.489  0.106
32 H -1.142 -0.256 -0.944  0.132
33 H -2.270 -1.627 -1.064  0.108
34 H 1.607 -2.917 2.124  0.093
35 H 2.028 -2.601 0.426  0.058
36 H 2.390 -4.167 1.159  0.108
37 H 0.271 -5.699 1.776  0.142
38 H 0.794 -5.859 0.104  0.141
39 H -1.994 -5.876 1.055  0.135
40 H -1.458 -5.984 -0.620  0.140
41 H -3.738 -4.515 0.190  0.107
42 H -3.300 -3.662 -1.288  0.110
43 H -3.446 -2.789 0.255  0.075
44 C 5.534 6.193 -1.333  -0.035
45 O 4.256 5.593 -1.090  -0.044
46 C 4.153 4.267 -1.145  -0.274
47 C 5.198 3.413 -1.544  0.072
48 C 5.012 2.021 -1.582  0.013
49 C 3.840 1.422 -1.216  -0.055
50 C 3.722 -0.060 -1.241  -0.365
51 C 4.624 -0.823 -2.178  0.002
52 O 2.948 -0.662 -0.515  -0.020
53 C 2.727 2.293 -0.788  -0.322
54 O 1.611 1.860 -0.435  -0.109
55 C 2.939 3.714 -0.816  0.125
56 H 5.391 7.257 -1.191  0.102
57 H 5.869 6.012 -2.355  0.101
58 H 6.276 5.826 -0.623  0.104
59 H 6.153 3.824 -1.841  0.121
60 H 5.849 1.410 -1.898  0.127
61 H 4.725 -0.322 -3.141  0.097
62 H 4.232 -1.827 -2.321  0.091
63 H 5.620 -0.906 -1.731  0.104
64 H 2.106 4.363 -0.567  0.144